The following is a DFT calculation (ωB97M-V/def2-TZVPD) of a structure of composition C33H37BrCl2NO4SSbV.

Last column: Mulliken charge in e.
Element x y z (Å)
1 V 1.59088 0.14990 -0.03225  -0.72
2 Cl 1.74171 5.08815 5.29052  -0.28
3 C 1.52460 4.03138 3.92909  0.62
4 C 1.54916 4.60036 2.65480  -0.97
5 C 1.43765 3.72673 1.58570  0.81
6 Cl 1.56640 4.28042 -0.05550  -0.28
7 C 1.27089 2.35577 1.73629  -0.92
8 O 1.38954 1.55653 0.72551  1.06
9 C 1.10748 1.79815 3.06951  2.54
10 C 0.76718 0.48063 3.25703  -2.30
11 O 0.20514 -0.32651 2.25673  -0.21
12 C 1.33143 2.69598 4.15448  -1.70
13 H 1.70966 5.65223 2.49894  0.44
14 H 0.77293 0.03160 4.24410  0.40
15 H 1.30629 2.30516 5.16000  0.37
16 S 5.99965 -0.21959 0.61120  -0.34
17 C 5.28478 -0.52795 2.15110  -0.51
18 C 3.92355 -0.46655 2.12114  -0.90
19 C 3.38756 -0.16602 0.84972  0.20
20 C 4.40343 0.00640 -0.06988  0.13
21 C 4.09116 0.34782 -1.40844  1.15
22 C 4.99707 0.47955 -2.46940  -1.12
23 C 4.53214 0.77122 -3.73238  -0.42
24 C 3.14964 0.93788 -3.90920  -1.01
25 C 2.31840 0.80680 -2.82298  -0.39
26 N 2.74372 0.51586 -1.59453  0.42
27 H 5.92729 -0.72942 2.98769  0.48
28 H 3.32537 -0.62356 3.00451  0.42
29 H 6.05233 0.33431 -2.27750  0.42
30 H 5.20544 0.86845 -4.57233  0.41
31 H 2.72635 1.14599 -4.87973  0.47
32 H 1.24607 0.92376 -2.94993  0.39
33 C -3.09568 0.83454 -4.21215  -1.24
34 C -1.68121 1.09139 -3.72536  -0.79
35 Sb -1.16022 0.65496 -1.62296  0.34
36 C -2.22240 2.43744 -0.78534  -0.31
37 C -3.59938 2.84960 -1.26235  -1.42
38 C -2.59194 -1.00616 -1.38655  -0.68
39 C -4.04960 -0.70012 -1.11311  -1.32
40 H -3.20494 1.22661 -5.22616  0.39
41 H -3.84379 1.31858 -3.58951  0.18
42 H -3.30498 -0.23168 -4.24022  0.32
43 H -1.42141 2.14303 -3.86425  0.53
44 H -0.99339 0.48899 -4.31895  0.44
45 H -1.51254 3.23559 -1.01639  0.57
46 H -2.23857 2.33449 0.29915  0.09
47 H -3.60422 2.98907 -2.34008  0.26
48 H -3.87421 3.79981 -0.79842  0.43
49 H -4.35141 2.11512 -0.98393  0.25
50 H -2.18917 -1.64632 -0.59766  0.36
51 H -2.48655 -1.55391 -2.32113  0.74
52 H -4.17386 -0.17593 -0.16686  0.05
53 H -4.61326 -1.63301 -1.05592  0.38
54 H -4.47706 -0.09894 -1.90998  0.31
55 Br 0.35970 -4.33034 -3.73509  -0.18
56 C 0.48919 -4.65606 -1.87217  0.16
57 C 0.43932 -5.96765 -1.44242  -0.53
58 C 0.54639 -6.25800 -0.09150  -0.52
59 C 0.70704 -5.22018 0.82210  -0.90
60 C 0.77128 -3.91482 0.39047  -0.45
61 C 0.66006 -3.60057 -0.97345  0.28
62 C 0.73209 -2.18485 -1.36902  0.60
63 O 0.27116 -1.74380 -2.44122  -0.53
64 O 1.28088 -1.40039 -0.52330  0.63
65 H 0.32512 -6.76099 -2.16575  0.42
66 H 0.51761 -7.28588 0.24111  0.39
67 H 0.78490 -5.43702 1.87590  0.43
68 H 0.88998 -3.09072 1.08597  0.53
69 C -2.70009 -1.46638 3.06637  -1.58
70 C -2.15637 -0.04075 3.03206  0.72
71 C -3.29518 0.95221 2.79917  -1.32
72 C -1.10537 0.11204 1.91954  0.88
73 H -3.38146 -1.60862 3.90361  0.47
74 H -1.88726 -2.18174 3.15768  0.36
75 H -3.24555 -1.67256 2.14756  0.25
76 H -1.68011 0.18663 3.99181  0.34
77 H -3.70865 0.83307 1.79762  0.01
78 H -2.94416 1.97714 2.90727  0.38
79 H -4.09877 0.78686 3.51478  0.49
80 H -1.05590 1.16769 1.61803  -0.13
81 H -1.41095 -0.49890 1.06703  -0.70

Properties
* Kohn-Sham gap (spin up / spin down): 0.169 / 0.175 Eh
* multiplicity: 3
* ΔE to the lowest compared entry with this formula, charge and spin: 391.80 kJ/mol
* net charge: -1
* E_LUMO (spin up / spin down): 2.31 / 2.31 eV
* electronic energy: -182648.604 eV

***

The following is a DFT calculation (ωB97M-V/def2-TZVPD) of a structure of composition C33H37BrCoF3N4O2Se.

Last column: Mulliken charge in e.
Element x y z (Å)
1 Co -1.03065 1.32405 -1.54643  -0.38
2 C 2.49815 2.95804 1.71617  -1.52
3 C 2.94923 2.08868 0.53947  1.82
4 C 3.97351 2.83309 -0.32148  -1.74
5 C 3.51304 0.76214 0.99705  0.78
6 C 4.52398 0.72300 1.94472  -0.27
7 C 5.08634 -0.47379 2.36376  -1.58
8 C 4.61155 -1.65900 1.82454  -0.42
9 C 3.59677 -1.67288 0.87872  1.06
10 C 3.10681 -2.99941 0.33250  1.20
11 C 4.15711 -3.61225 -0.60018  -1.66
12 C 2.73924 -3.97358 1.45731  -1.65
13 C 3.03974 -0.44586 0.42297  -0.83
14 N 2.00796 -0.43127 -0.47221  0.85
15 C 2.06778 -0.91512 -1.69497  -0.12
16 O 3.08194 -1.23079 -2.34610  -0.86
17 C 0.70916 -1.28356 -2.26137  -0.04
18 C 0.66578 -2.33119 -3.17319  -1.27
19 C -0.55183 -2.90881 -3.49450  -0.72
20 C -1.68692 -2.48626 -2.82110  -0.82
21 C -1.56482 -1.42554 -1.94531  0.05
22 N -0.41263 -0.78621 -1.72817  1.56
23 C -2.64157 -1.02337 -0.98073  0.28
24 O -3.44245 -1.87038 -0.57576  -0.79
25 N -2.51032 0.23498 -0.57355  2.13
26 C -3.06325 0.63746 0.66583  -1.61
27 C -2.28938 0.36552 1.81964  0.88
28 C -2.65692 0.90919 3.03937  -0.25
29 C -3.79972 1.68183 3.15892  -1.42
30 C -4.60571 1.85396 2.05273  -0.57
31 C -4.27207 1.33902 0.79956  0.30
32 C -5.30122 1.62091 -0.29133  0.78
33 C -5.34042 0.63165 -1.45432  -1.66
34 C -5.17087 3.07580 -0.79320  -1.24
35 C -1.06727 -0.53443 1.76700  2.32
36 C -1.28876 -1.77392 2.64141  -1.78
37 C 0.21193 0.21200 2.15058  -1.17
38 H 1.96257 3.83772 1.35372  0.39
39 H 3.35517 3.28849 2.31088  0.38
40 H 1.81937 2.40194 2.36501  0.31
41 H 2.08665 1.87111 -0.08559  -0.96
42 H 4.86936 3.07319 0.26028  0.32
43 H 3.55146 3.76500 -0.70733  0.44
44 H 4.26684 2.22191 -1.17671  0.40
45 H 4.88851 1.65143 2.37351  0.28
46 H 5.88059 -0.48585 3.10241  0.33
47 H 5.04730 -2.59764 2.15437  0.24
48 H 2.20385 -2.81653 -0.25016  -0.30
49 H 5.09592 -3.77325 -0.06220  0.33
50 H 4.33705 -2.93126 -1.43211  0.39
51 H 3.81234 -4.57282 -0.99709  0.41
52 H 3.62170 -4.27482 2.02671  0.35
53 H 2.28038 -4.87609 1.04414  0.43
54 H 2.03349 -3.50809 2.14813  0.33
55 H 1.60693 -2.67174 -3.58075  0.55
56 H -0.60715 -3.72332 -4.20679  0.40
57 H -2.65613 -2.94334 -2.96153  0.52
58 H -2.03130 0.74339 3.90946  0.35
59 H -4.06285 2.12741 4.11165  0.34
60 H -5.52920 2.41782 2.14604  0.35
61 H -6.26985 1.53342 0.21383  0.55
62 H -4.53111 0.81278 -2.15557  0.12
63 H -6.28626 0.73333 -1.99532  0.51
64 H -5.25089 -0.39388 -1.09791  0.34
65 H -4.61695 3.11495 -1.72934  0.15
66 H -4.62675 3.68588 -0.07255  0.32
67 H -6.15487 3.52364 -0.95865  0.35
68 H -0.92577 -0.88969 0.74955  -1.08
69 H -1.36046 -1.50980 3.69983  0.37
70 H -0.45983 -2.47521 2.51818  0.25
71 H -2.21143 -2.27739 2.34637  0.42
72 H 0.14597 0.63455 3.15713  0.43
73 H 0.38924 1.02422 1.44444  -0.08
74 H 1.07277 -0.45794 2.10727  0.18
75 Se 2.34871 1.94366 -4.77961  -0.28
76 C 1.25724 1.86767 -3.42313  0.35
77 N 0.55321 1.90438 -2.48861  -0.39
78 Br -1.41491 3.26883 -0.33506  -0.56
79 F -3.17169 2.41997 -3.26160  -0.26
80 C -2.12396 1.56217 -3.27956  0.62
81 F -2.66135 0.37302 -3.67845  -0.23
82 F -1.37713 1.96302 -4.32565  -0.28

Properties
* Kohn-Sham gap (spin up / spin down): 0.222 / 0.221 Eh
* net charge: -2
* E_LUMO (spin up / spin down): 3.83 / 3.80 eV
* electronic energy: -226049.550 eV

***

The following is a DFT calculation (ωB97M-V/def2-TZVPD) of a structure of composition C33H37ClEuO2Si2.

Last column: Mulliken charge in e.
Element x y z (Å)
1 C -0.30440 -1.97925 5.22006  -0.72
2 C 0.87072 -1.45053 4.60847  -0.67
3 C 0.58945 -0.13143 4.15510  -0.73
4 H 1.84906 -1.94636 4.54200  0.66
5 C -0.76079 0.18522 4.51607  -0.43
6 C -1.32493 -0.96229 5.17777  -0.73
7 H -2.36754 -1.06676 5.52266  0.55
8 H -0.41824 -2.99076 5.63774  0.38
9 H 1.29322 0.55198 3.65138  0.52
10 H -1.26154 1.14857 4.32589  0.59
11 Eu -1.33324 -1.65448 2.67182  1.05
12 Si -0.88698 1.18539 -3.47046  0.43
13 C 0.58719 0.88076 -4.59893  0.26
14 C 0.51638 0.74167 -5.99553  -0.46
15 H -0.45122 0.77364 -6.50179  0.35
16 C 1.69468 0.59784 -6.75123  -0.54
17 H 1.64358 0.53087 -7.84645  0.36
18 C 2.94639 0.53784 -6.10767  -0.57
19 H 3.86509 0.38130 -6.68867  0.35
20 C 3.02131 0.66748 -4.71090  -0.70
21 H 3.98749 0.61131 -4.19993  0.47
22 C 1.85174 0.87345 -3.98134  -0.38
23 H 1.93279 1.02461 -2.90682  0.79
24 C -1.34042 2.98630 -3.77306  0.53
25 C -0.31801 3.91555 -4.06381  -0.29
26 H 0.66681 3.56184 -4.37166  0.29
27 C -0.51513 5.29568 -3.89203  -0.70
28 H 0.30678 5.99842 -4.07194  0.36
29 C -1.76188 5.76826 -3.46411  -0.36
30 H -1.90012 6.83664 -3.26792  0.35
31 C -2.82175 4.86741 -3.27897  -0.52
32 H -3.80094 5.25180 -2.98155  0.36
33 C -2.61208 3.49213 -3.44471  -0.54
34 H -3.42750 2.79717 -3.26810  0.33
35 H -0.23438 1.25440 -2.13314  -0.07
36 Si -0.16381 -0.38775 0.12493  -0.13
37 C -0.47044 1.28222 0.90195  1.07
38 C 0.55828 2.27214 0.93200  -0.54
39 H 1.47951 2.10842 0.36604  0.35
40 C 0.41069 3.44974 1.68145  -0.61
41 H 1.23180 4.16353 1.72399  0.41
42 C -0.78057 3.73241 2.35421  -0.50
43 H -0.92213 4.69513 2.84470  0.38
44 C -1.79663 2.78232 2.33883  -0.75
45 H -2.71159 2.98037 2.89188  0.42
46 C -1.67304 1.59235 1.60133  -0.69
47 H -2.52144 0.90472 1.54393  0.49
48 C 1.60701 -0.67023 -0.22541  0.64
49 C 2.41896 -0.64970 0.94538  -0.19
50 H 1.96233 -0.51773 1.93094  0.22
51 C 3.80211 -0.83873 0.87448  -0.70
52 H 4.38283 -0.85599 1.79440  0.42
53 C 4.44190 -1.01159 -0.35860  -0.64
54 H 5.52339 -1.14495 -0.41332  0.37
55 C 3.66557 -1.00934 -1.52448  -0.37
56 H 4.16447 -1.10480 -2.49636  0.45
57 C 2.26656 -0.92094 -1.45659  -0.88
58 H 1.66937 -1.03866 -2.37116  0.70
59 H -2.00016 0.10735 -3.49061  -0.19
60 Cl -1.53911 -1.48082 -0.92549  -0.46
61 C -3.95502 -3.59414 3.67493  -0.73
62 O -2.73977 -3.60776 2.87500  -0.23
63 C -2.31305 -4.81217 2.15192  -0.39
64 C -0.89427 -4.57631 1.59202  -0.58
65 O -0.08972 -3.75173 2.45612  -0.11
66 C 0.97353 -4.34046 3.24097  -0.64
67 H -4.24675 -2.52797 3.72807  0.22
68 H -4.75721 -4.19571 3.19126  0.33
69 H -3.73284 -3.95849 4.69610  0.29
70 H -2.30516 -5.65645 2.86263  0.35
71 H -3.02727 -5.00869 1.32773  0.40
72 H -0.38814 -5.53970 1.44422  0.53
73 H -0.99587 -4.02285 0.63445  0.08
74 H 1.25970 -5.29485 2.78926  0.37
75 H 0.62115 -4.47293 4.27496  0.22
76 H 1.80323 -3.61492 3.21365  0.07

Properties
* Kohn-Sham gap (spin up / spin down): 0.184 / 0.180 Eh
* multiplicity: 8
* E_LUMO (spin up / spin down): -0.04 / -0.05 eV
* electronic energy: -86520.592 eV

***

- Look up the electronic energy of the first one.
  -182648.604 eV